C4H10N2 | ωB97M-V with the def2-TZVPD basis set

Properties
HOMO energy ... -9.64 eV
Molecular weight ... 86.138 u
Spin multiplicity ... 1
SMILES ... [H]/N=C/N.C=CC
E_tot ... -267.87580 hartree
Relative energy (zero: lowest compared OMol25 entry of this formula, charge and spin) ... 1.3476 eV

Each line ends with the Löwdin charge.
CARTESIAN COORDINATES (ANGSTROEM)
H  3.571  2.447  -0.781  0.030
N  3.815  1.925  0.051  0.057
C  2.871  1.812  0.879  -0.397
N  3.001  0.924  1.947  0.043
H  1.873  2.254  0.871  0.111
H  3.962  0.681  2.155  0.084
H  2.478  1.269  2.743  0.072
C  -4.243  -1.526  -1.783  -0.031
C  -3.517  -1.453  -0.682  -0.251
C  -2.030  -1.687  -0.618  -0.115
H  -5.289  -1.247  -1.866  0.047
H  -3.798  -1.612  -2.773  0.055
H  -3.963  -1.174  0.266  0.089
H  -1.704  -2.172  -1.534  0.069
H  -1.484  -0.766  -0.420  0.069
H  -1.846  -2.336  0.241  0.069